(1)
H3OPS | ωB97M-V with the def2-TZVPD basis set

Summary:
* E_LUMO: -0.5 eV
* HOMO level: -10.38 eV
* SMILES: O=[PH2]S
* gap between HOMO and LUMO: 0.365 Eh

Structure (XYZ):
```
6
Properties=species:S:1:pos:R:3:forces:R:3
O -1.047 -0.524 1.747 -1.135 0.581 -0.881
P -0.227 -0.004 0.636 4.011 0.998 -0.367
H 0.114 -0.485 -2.241 -0.043 -0.950 0.095
H 0.488 1.378 0.863 -1.427 -2.087 -0.041
H 0.872 -0.948 0.534 -0.527 0.815 -0.238
S -0.200 0.584 -1.538 -0.879 0.644 1.433
```
Forces are in eV/Å.

***

(2)
H3OS | ωB97M-V with the def2-TZVPD basis set

Summary:
* E_LUMO: -0.4 eV
* HOMO level: -4.36 eV
* net charge: -1
* gap between HOMO and LUMO: 0.145 Eh

Structure (XYZ):
```
5
Properties=species:S:1:pos:R:3:forces:R:3
H -2.538 -0.492 -1.544 2.792 3.429 2.438
O -1.909 0.286 -0.994 -1.998 -5.067 -1.700
S -0.700 -2.155 0.108 -0.657 1.758 -0.615
H 3.252 2.238 0.518 -0.647 -1.049 0.728
H 1.895 0.123 1.913 0.510 0.928 -0.851
```
Forces are in eV/Å.

***

(3)
H3PS | ωB97M-V with the def2-TZVPD basis set

Summary:
* E_LUMO (spin up / spin down): -2.6 / -2.6 eV
* HOMO level (spin up / spin down): -9.83 / -9.82 eV
* gap between HOMO and LUMO (spin up / spin down): 0.266 / 0.266 Eh

Structure (XYZ):
```
5
Properties=species:S:1:pos:R:3:forces:R:3
S -3.905 -0.016 0.035 0.190 0.009 -0.023
H 0.802 0.251 -0.549 -1.737 -0.332 0.356
H -0.281 -0.476 1.085 0.147 -1.283 0.439
H -0.356 1.246 0.778 -0.444 0.750 -0.414
P -0.648 0.162 -0.078 1.844 0.856 -0.359
```
Forces are in eV/Å.

***

(4)
H3PS2 | ωB97M-V with the def2-TZVPD basis set

Summary:
* E_LUMO: 0.4 eV
* HOMO level: -9.04 eV
* SMILES: PSS
* gap between HOMO and LUMO: 0.348 Eh

Structure (XYZ):
```
6
Properties=species:S:1:pos:R:3:forces:R:3
S -0.136 1.685 1.352 0.768 -0.432 0.234
S 0.209 0.949 -0.531 0.038 -0.417 -0.090
H -0.162 -1.829 -0.080 1.772 -1.520 1.632
P -0.868 -0.938 -0.742 -2.249 2.364 -0.278
H -0.123 -1.146 -1.858 0.537 -0.253 -1.355
H 1.080 1.278 1.859 -0.865 0.258 -0.142
```
Forces are in eV/Å.

***

(5)
H40O20 | ωB97M-V with the def2-TZVPD basis set

Summary:
* E_LUMO: -0.2 eV
* HOMO level: -10.41 eV
* gap between HOMO and LUMO: 0.374 Eh

Structure (XYZ):
```
60
Properties=species:S:1:pos:R:3:forces:R:3
H 1.627 0.127 1.194 -0.467 0.056 -1.325
H 2.358 -0.874 3.912 -0.092 0.004 0.385
O 1.003 2.290 -2.244 -0.002 0.986 0.638
H 1.591 -1.728 1.588 2.301 0.056 0.481
O -1.992 0.243 4.059 0.088 1.298 0.070
O -2.049 -3.321 1.631 -0.830 -0.030 -0.862
O -4.423 0.972 1.699 0.184 -0.032 -1.227
H 1.517 2.658 -2.957 0.328 -0.010 -0.754
H -3.269 2.360 -3.710 -0.661 -0.422 -0.872
H -1.224 -3.698 1.299 -0.252 0.252 -0.151
O 5.081 -0.568 -3.176 0.032 0.816 -0.926
H -1.135 -1.045 -0.614 0.017 -0.170 -0.696
H -4.373 1.255 2.596 0.185 0.407 0.877
O -0.339 -0.979 -1.177 -0.406 0.152 2.022
O 1.178 -2.973 -1.663 0.353 -0.675 0.838
H -0.017 0.163 2.303 -0.628 1.071 0.106
H -2.267 1.585 -0.754 0.224 -0.946 -0.652
H -2.242 -0.656 4.290 -0.485 -0.471 0.311
O -2.225 2.126 0.017 -0.183 1.076 1.385
O -1.425 3.601 -2.607 -0.045 0.211 1.559
O 0.749 -1.974 1.290 -2.479 -1.865 -1.319
H -3.704 -1.051 1.075 -0.261 0.544 0.074
H 5.299 -0.948 -2.337 0.005 -0.505 0.936
H -2.389 -3.130 3.729 -1.097 1.869 1.068
H -2.300 -0.848 1.635 0.237 0.056 0.627
H 4.303 -1.028 -3.484 -0.207 -0.392 -0.002
H 3.741 -0.492 -0.501 0.876 -1.536 0.896
H -0.171 -1.237 -4.960 0.127 0.018 0.307
H 3.624 -0.386 3.198 0.070 -0.021 -0.050
O 1.305 0.386 0.300 1.654 -0.298 0.593
H -3.609 1.287 1.234 -0.828 -0.122 0.439
H -1.604 1.756 0.672 0.005 -0.302 -0.716
O 2.836 -0.926 3.087 -0.170 0.088 -0.421
H 0.413 0.037 0.132 0.818 -0.027 -0.037
H -2.562 -2.919 0.870 1.347 -0.657 1.152
H 1.209 2.944 -1.526 -0.519 -1.051 -0.149
H 0.861 -0.238 -4.385 -0.861 -1.671 0.421
H 1.422 -3.377 -2.494 -0.106 0.395 -0.260
O 0.850 2.824 0.380 -0.003 1.554 0.633
O 0.424 -1.126 -4.201 0.636 1.734 -0.548
H 1.502 2.204 0.717 0.105 -0.239 -0.481
H 0.229 2.766 1.116 -0.096 0.299 -0.532
H -1.944 2.251 -3.442 0.353 -0.440 -0.853
H -3.561 -2.323 3.360 -0.633 0.331 -0.241
H 2.407 0.998 -0.810 2.171 -0.533 -2.116
H -0.656 3.016 -2.519 0.784 0.096 -0.203
O 3.370 1.003 -1.252 -1.352 0.420 2.809
H 0.783 -2.092 -1.740 0.159 -0.451 -0.378
H -2.502 0.891 4.582 0.274 -0.919 -0.203
H 4.996 -0.851 0.278 0.627 0.107 0.341
O -2.980 -2.382 4.115 1.700 -2.070 -0.709
H 0.860 -2.564 0.487 0.254 1.126 1.103
O -0.277 1.081 2.048 -0.103 -0.367 0.497
H -1.657 3.653 -1.654 -0.180 0.226 -0.590
O -2.794 -0.883 0.820 0.327 -0.437 -1.162
O 4.203 -1.288 -0.014 -1.269 1.431 -1.187
H 3.510 0.810 -2.169 -0.627 -0.157 -0.738
H -0.457 1.593 2.843 -0.231 -0.730 0.398
H -0.552 -0.806 -2.069 -0.892 0.547 -1.688
O -2.549 1.833 -4.096 -0.277 0.320 1.084
```
Forces are in eV/Å.